1.
# C53H53N8O19P

A 8-piece molecular cluster, C53H53N8O19P overall at a distorted geometry (ωB97M-V with the def2-TZVPD basis set, the Open Molecules 2025 dataset).

Summary:
**Gap between HOMO and LUMO**: 7.790 eV
**LUMO energy**: -0.86 eV
**SMILES string**: Cc1ccc(CO[P@@](=O)(O)OC[C@@H](O)CN)cc1.O=[N+]([O-])c1ccccc1.O=[N+]([O-])c1ccccc1.O=[N+]([O-])c1ccccc1.O=[N+]([O-])c1ccccc1.O=[N+]([O-])c1ccccc1.O=[N+]([O-])c1ccccc1.O=[N+]([O-])c1ccccc1
**2S+1**: 1

Positions of all 134 atoms, in Å:
C (0.99, 2.79, 4.96)
C (0.83, 1.46, 4.28)
C (0.73, 1.43, 2.88)
C (0.57, 0.22, 2.19)
C (0.50, -0.99, 2.90)
C (0.34, -2.28, 2.18)
O (1.59, -2.95, 1.88)
P (2.29, -3.77, 3.03)
O (1.39, -4.34, 4.04)
O (3.12, -4.88, 2.25)
O (3.42, -2.82, 3.62)
C (3.79, -3.16, 4.97)
C (5.18, -2.69, 5.36)
O (5.59, -1.51, 4.69)
C (5.21, -2.55, 6.89)
N (5.11, -1.15, 7.30)
C (0.59, -0.97, 4.31)
C (0.76, 0.25, 4.99)
H (1.95, 3.24, 4.73)
H (0.90, 2.68, 6.03)
H (0.21, 3.46, 4.61)
H (0.79, 2.35, 2.32)
H (0.49, 0.20, 1.11)
H (-0.10, -2.10, 1.20)
H (-0.31, -2.97, 2.71)
H (4.04, -4.62, 2.12)
H (3.05, -2.71, 5.63)
H (3.78, -4.24, 5.09)
H (5.87, -3.50, 5.09)
H (6.49, -1.64, 4.41)
H (4.39, -3.14, 7.30)
H (6.12, -2.98, 7.30)
H (4.41, -1.05, 8.03)
H (4.78, -0.58, 6.53)
H (0.52, -1.90, 4.85)
H (0.82, 0.25, 6.07)
O (-1.59, 3.69, 2.12)
N (-1.07, 3.73, 1.03)
O (-0.12, 4.43, 0.74)
C (-1.62, 2.85, -0.03)
C (-2.71, 2.05, 0.27)
C (-3.22, 1.23, -0.73)
C (-2.64, 1.22, -1.99)
C (-1.55, 2.03, -2.26)
C (-1.03, 2.86, -1.28)
H (-3.16, 2.07, 1.25)
H (-4.07, 0.60, -0.52)
H (-3.04, 0.58, -2.75)
H (-1.09, 2.02, -3.24)
H (-0.17, 3.49, -1.47)
O (-2.99, 0.07, 2.98)
N (-4.20, 0.14, 2.85)
O (-4.78, 1.18, 2.64)
C (-4.98, -1.11, 2.93)
C (-4.31, -2.29, 3.19)
C (-5.05, -3.46, 3.27)
C (-6.42, -3.43, 3.08)
C (-7.07, -2.23, 2.82)
C (-6.34, -1.05, 2.74)
H (-3.24, -2.29, 3.32)
H (-4.55, -4.39, 3.47)
H (-7.00, -4.34, 3.15)
H (-8.14, -2.20, 2.67)
H (-6.83, -0.10, 2.53)
O (-4.40, -1.78, -4.66)
N (-4.83, -0.65, -4.55)
O (-5.08, -0.12, -3.49)
C (-5.04, 0.13, -5.78)
C (-4.78, -0.46, -7.00)
C (-5.00, 0.28, -8.15)
C (-5.45, 1.59, -8.06)
C (-5.69, 2.17, -6.82)
C (-5.49, 1.44, -5.66)
H (-4.43, -1.48, -7.05)
H (-4.81, -0.16, -9.12)
H (-5.62, 2.17, -8.96)
H (-6.04, 3.19, -6.76)
H (-5.67, 1.87, -4.69)
O (7.01, 3.54, 0.09)
N (5.82, 3.39, 0.27)
O (4.98, 4.24, 0.05)
C (5.37, 2.09, 0.79)
C (6.30, 1.11, 1.07)
C (5.86, -0.10, 1.57)
C (4.51, -0.33, 1.77)
C (3.59, 0.66, 1.47)
C (4.01, 1.89, 0.98)
H (7.35, 1.30, 0.91)
H (6.58, -0.88, 1.80)
H (4.17, -1.28, 2.17)
H (2.53, 0.49, 1.63)
H (3.30, 2.67, 0.75)
O (-6.67, 3.68, -10.13)
N (-6.19, 3.72, -11.25)
O (-5.26, 4.42, -11.58)
C (-6.79, 2.85, -12.28)
C (-7.87, 2.06, -11.93)
C (-8.44, 1.25, -12.90)
C (-7.91, 1.24, -14.19)
C (-6.82, 2.04, -14.51)
C (-6.25, 2.85, -13.55)
H (-8.26, 2.08, -10.93)
H (-9.29, 0.63, -12.66)
H (-8.36, 0.61, -14.95)
H (-6.42, 2.03, -15.51)
H (-5.40, 3.48, -13.78)
O (8.20, -6.24, 3.35)
N (7.00, -6.29, 3.49)
O (6.24, -5.35, 3.31)
C (6.39, -7.57, 3.89)
C (7.22, -8.65, 4.14)
C (6.64, -9.84, 4.54)
C (5.26, -9.94, 4.68)
C (4.45, -8.84, 4.42)
C (5.01, -7.64, 4.02)
H (8.29, -8.56, 4.02)
H (7.27, -10.70, 4.74)
H (4.82, -10.87, 5.00)
H (3.38, -8.92, 4.53)
H (4.39, -6.78, 3.82)
O (0.10, 6.58, 2.84)
N (1.06, 5.99, 2.39)
O (1.53, 4.98, 2.87)
C (1.70, 6.54, 1.18)
C (1.18, 7.69, 0.62)
C (1.80, 8.21, -0.51)
C (2.91, 7.58, -1.05)
C (3.41, 6.42, -0.47)
C (2.80, 5.89, 0.66)
H (0.32, 8.17, 1.05)
H (1.41, 9.11, -0.96)
H (3.39, 7.99, -1.92)
H (4.28, 5.93, -0.88)
H (3.18, 5.00, 1.13)



2.
# C53H54BN3O16

A 7-piece molecular cluster, C53H54BN3O16 overall at a distorted geometry (ωB97M-V with the def2-TZVPD basis set, the Open Molecules 2025 dataset).

Summary:
**Gap between HOMO and LUMO**: 8.071 eV
**LUMO energy**: -1.57 eV
**SMILES string**: [H]/N=C(/C)C[C@@]1(B(C)O)NC(=O)[C@H](C/C(C)=N/[H])[C@H]1CCCC(=O)OCC.O=C1C=CC(=O)C=C1.O=C1C=CC(=O)C=C1.O=C1C=CC(=O)C=C1.O=C1C=CC(=O)C=C1.O=C1C=CC(=O)C=C1.O=C1C=CC(=O)C=C1
**2S+1**: 1

Positions of all 127 atoms, in Å:
H (0.57, -1.03, 3.49)
N (-0.13, -0.98, 4.23)
C (-1.17, -1.66, 3.92)
C (-2.31, -1.71, 4.89)
C (-1.32, -2.43, 2.62)
C (-2.31, -1.76, 1.61)
B (-3.64, -2.63, 1.63)
C (-3.66, -4.19, 1.44)
O (-4.82, -1.96, 1.84)
N (-2.57, -0.36, 2.06)
C (-1.64, 0.46, 1.40)
O (-1.68, 1.67, 1.40)
C (-0.66, -0.42, 0.63)
C (0.13, 0.44, -0.39)
C (1.56, 0.01, -0.60)
C (1.91, -1.26, -1.32)
N (2.44, 0.76, -0.08)
H (3.39, 0.41, -0.24)
C (-1.69, -1.50, 0.21)
C (-1.29, -2.67, -0.67)
C (-1.30, -2.32, -2.16)
C (-2.71, -2.06, -2.71)
C (-2.64, -1.32, -4.03)
O (-2.01, -1.73, -4.97)
O (-3.37, -0.18, -4.11)
C (-2.70, 0.95, -3.49)
C (-3.41, 2.22, -3.86)
H (-2.55, -0.69, 5.18)
H (-3.21, -2.14, 4.45)
H (-2.02, -2.25, 5.79)
H (-0.33, -2.59, 2.19)
H (-1.68, -3.43, 2.90)
H (-2.73, -4.61, 1.07)
H (-3.81, -4.63, 2.44)
H (-4.51, -4.51, 0.84)
H (-5.51, -2.54, 2.16)
H (-3.50, -0.09, 1.76)
H (0.11, -0.83, 1.28)
H (0.20, 1.44, 0.06)
H (-0.44, 0.56, -1.32)
H (1.49, -1.28, -2.33)
H (1.59, -2.15, -0.78)
H (3.00, -1.34, -1.43)
H (-2.47, -0.90, -0.29)
H (-1.97, -3.51, -0.55)
H (-0.29, -3.02, -0.39)
H (-0.65, -1.48, -2.40)
H (-0.90, -3.17, -2.73)
H (-3.21, -3.01, -2.91)
H (-3.35, -1.48, -2.04)
H (-2.69, 0.80, -2.40)
H (-1.67, 0.98, -3.85)
H (-3.35, 2.41, -4.93)
H (-2.91, 3.04, -3.35)
H (-4.45, 2.22, -3.53)
O (-7.41, 4.48, 3.02)
C (-6.73, 3.93, 2.18)
C (-5.41, 3.34, 2.52)
C (-4.67, 2.74, 1.60)
C (-5.14, 2.61, 0.19)
O (-4.47, 2.03, -0.64)
C (-6.46, 3.19, -0.15)
C (-7.20, 3.80, 0.77)
H (-5.09, 3.45, 3.55)
H (-3.69, 2.30, 1.81)
H (-6.78, 3.08, -1.18)
H (-8.17, 4.23, 0.55)
O (7.14, 6.07, -0.96)
C (6.77, 4.92, -0.89)
C (6.91, 3.99, -2.05)
C (6.50, 2.73, -1.98)
C (5.89, 2.19, -0.74)
O (5.52, 1.04, -0.64)
C (5.74, 3.11, 0.40)
C (6.13, 4.37, 0.34)
H (7.36, 4.41, -2.94)
H (6.59, 2.04, -2.81)
H (5.28, 2.70, 1.29)
H (6.03, 5.04, 1.18)
O (-4.29, -4.50, -6.25)
C (-4.75, -3.79, -7.12)
C (-5.84, -4.27, -8.00)
C (-6.35, -3.50, -8.95)
C (-5.85, -2.11, -9.17)
O (-6.32, -1.41, -10.04)
C (-4.76, -1.64, -8.29)
C (-4.24, -2.41, -7.34)
H (-6.20, -5.28, -7.82)
H (-7.15, -3.82, -9.61)
H (-4.41, -0.63, -8.47)
H (-3.45, -2.08, -6.69)
O (8.77, -3.01, -2.43)
C (7.71, -3.21, -1.88)
C (7.17, -4.59, -1.73)
C (6.00, -4.80, -1.12)
C (5.19, -3.68, -0.58)
O (4.13, -3.88, -0.03)
C (5.74, -2.31, -0.73)
C (6.90, -2.09, -1.34)
H (7.77, -5.39, -2.13)
H (5.59, -5.80, -1.00)
H (5.14, -1.51, -0.33)
H (7.31, -1.09, -1.46)
O (5.09, 4.42, 3.17)
C (4.26, 5.05, 3.79)
C (3.82, 6.40, 3.35)
C (2.91, 7.08, 4.04)
C (2.30, 6.52, 5.28)
O (1.47, 7.15, 5.90)
C (2.73, 5.17, 5.70)
C (3.64, 4.48, 5.01)
H (4.27, 6.79, 2.45)
H (2.57, 8.07, 3.75)
H (2.26, 4.77, 6.60)
H (3.96, 3.48, 5.28)
O (3.64, 1.43, 5.33)
C (3.15, 0.36, 5.04)
C (3.37, -0.23, 3.69)
C (2.84, -1.40, 3.35)
C (2.03, -2.18, 4.32)
O (1.56, -3.26, 4.02)
C (1.81, -1.60, 5.67)
C (2.33, -0.42, 6.00)
H (3.96, 0.36, 3.00)
H (2.99, -1.85, 2.38)
H (1.21, -2.18, 6.35)
H (2.19, 0.03, 6.97)



3.
# C53H54BN9O5Ti

C53H54BN9O5Ti as an isolated structure at a distorted geometry (ωB97M-V with the def2-TZVPD basis set, the Open Molecules 2025 dataset).

Summary:
**Gap between HOMO and LUMO (spin up / spin down)**: 5.908 / 5.190 eV
**LUMO energy (spin up / spin down)**: 2.39 / -0.68 eV
**Net charge**: -1
**2S+1**: 4
**Relative energy (zero: lowest compared OMol25 entry of this formula, charge and spin)**: 19.2 kJ/mol

Positions of all 123 atoms, in Å:
Ti (0.25, -0.89, 0.00)
C (0.99, 3.33, 4.59)
C (-0.34, 2.86, 4.09)
C (-1.57, 2.87, 4.77)
C (-2.47, 2.43, 3.83)
N (-1.79, 2.18, 2.68)
N (-0.48, 2.40, 2.86)
B (-2.39, 1.63, 1.37)
N (-1.61, 2.24, 0.16)
C (-2.19, 2.91, -0.86)
C (-1.22, 3.67, -1.47)
C (-0.05, 3.40, -0.73)
C (1.30, 4.00, -0.90)
N (-0.30, 2.53, 0.23)
N (-2.45, 0.07, 1.41)
C (-3.53, -0.61, 1.84)
C (-3.12, -1.81, 2.36)
C (-1.73, -1.79, 2.26)
C (-0.81, -2.79, 2.88)
N (-1.32, -0.67, 1.66)
N (-3.83, 2.27, 1.29)
C (-4.03, 3.59, 1.47)
C (-5.31, 3.90, 1.09)
C (-5.84, 2.68, 0.64)
C (-7.21, 2.41, 0.10)
N (-4.94, 1.71, 0.74)
H (1.77, 3.05, 3.89)
H (1.00, 4.41, 4.69)
H (1.22, 2.90, 5.57)
H (-1.78, 3.18, 5.78)
H (-3.53, 2.28, 3.90)
H (-3.23, 2.80, -1.10)
H (-1.34, 4.32, -2.31)
H (1.27, 5.08, -0.74)
H (1.69, 3.82, -1.91)
H (2.00, 3.57, -0.18)
H (-4.51, -0.18, 1.74)
H (-3.74, -2.58, 2.80)
H (-1.39, -3.65, 3.21)
H (-0.35, -2.35, 3.77)
H (-0.03, -3.14, 2.21)
H (-3.25, 4.22, 1.85)
H (-5.80, 4.86, 1.13)
H (-7.81, 3.31, 0.15)
H (-7.71, 1.63, 0.68)
H (-7.16, 2.08, -0.93)
O (-0.99, -0.72, -1.34)
C (-1.19, -0.45, -2.66)
C (-0.33, 0.79, -3.04)
C (1.09, 0.76, -2.61)
C (2.13, 0.96, -3.51)
C (3.39, 1.22, -3.07)
C (3.54, 1.40, -1.62)
C (2.52, 1.13, -0.74)
C (2.70, 1.31, 0.75)
C (2.76, -0.03, 1.52)
O (1.61, -0.71, 1.21)
C (2.86, 0.23, 3.03)
C (1.95, -0.39, 3.88)
C (2.13, -0.32, 5.26)
C (3.20, 0.38, 5.79)
C (4.08, 1.03, 4.94)
C (3.92, 0.95, 3.57)
C (3.98, -0.91, 1.26)
C (5.18, -0.46, 0.72)
C (6.29, -1.29, 0.66)
C (6.23, -2.58, 1.17)
C (5.04, -3.04, 1.71)
C (3.92, -2.22, 1.75)
N (1.35, 0.62, -1.18)
C (-0.91, -1.68, -3.54)
C (-1.67, -2.83, -3.31)
C (-1.59, -3.91, -4.16)
C (-0.73, -3.89, -5.25)
C (0.06, -2.77, -5.47)
C (-0.03, -1.67, -4.62)
C (-2.66, -0.12, -2.94)
C (-3.06, 0.44, -4.16)
C (-4.40, 0.64, -4.44)
C (-5.36, 0.26, -3.52)
C (-4.97, -0.29, -2.31)
C (-3.63, -0.47, -2.02)
H (-0.84, 1.63, -2.56)
H (-0.34, 0.97, -4.12)
H (1.90, 1.00, -4.56)
H (4.22, 1.41, -3.74)
H (4.49, 1.75, -1.23)
H (1.80, 1.82, 1.13)
H (3.57, 1.94, 0.93)
H (1.12, -0.92, 3.45)
H (1.43, -0.82, 5.91)
H (3.34, 0.43, 6.86)
H (4.92, 1.59, 5.35)
H (4.64, 1.42, 2.92)
H (5.26, 0.55, 0.35)
H (7.21, -0.92, 0.23)
H (7.10, -3.22, 1.14)
H (4.96, -4.04, 2.10)
H (2.99, -2.59, 2.15)
H (-2.33, -2.85, -2.45)
H (-2.20, -4.79, -3.96)
H (-0.67, -4.73, -5.92)
H (0.74, -2.74, -6.31)
H (0.58, -0.81, -4.82)
H (-2.32, 0.71, -4.90)
H (-4.69, 1.07, -5.39)
H (-6.41, 0.40, -3.74)
H (-5.71, -0.58, -1.57)
H (-3.32, -0.89, -1.07)
C (1.37, -4.46, -2.35)
C (2.02, -3.46, -1.39)
C (3.51, -3.73, -1.27)
O (1.81, -2.12, -1.83)
C (1.24, -3.62, -0.06)
O (1.58, -4.47, 0.75)
O (0.19, -2.89, 0.03)
H (0.29, -4.35, -2.36)
H (1.62, -5.47, -2.04)
H (1.75, -4.30, -3.37)
H (3.92, -4.01, -2.25)
H (3.68, -4.55, -0.57)
H (4.03, -2.85, -0.92)
H (1.80, -2.09, -2.80)